Record 1
C32H45O31Pd as an isolated structure. Source: OMol25; level of theory: wB97M-V/def2-TZVPD.

```
109
Properties=species:S:1:pos:R:3:forces:R:3
Pd 29.03981 -29.83360 -3.64952 -0.9 -0.4 -0.1
C 24.54103 -29.98040 -4.04785 -0.2 -0.5 -1.0
C 25.79965 -30.30856 -3.25527 -0.3 1.6 -0.4
O 26.95759 -30.37616 -4.02123 0.3 -0.1 0.1
H 24.27085 -30.75965 -4.76711 0.0 -0.4 0.4
H 24.61816 -29.10543 -4.70010 0.4 0.3 0.4
H 23.67544 -29.80111 -3.40713 0.1 -0.1 0.2
H 25.69655 -31.17945 -2.59096 0.3 -0.3 -0.1
H 25.96998 -29.47436 -2.55343 0.1 -0.2 0.4
C 23.47348 -27.92806 -0.71867 1.0 -0.4 -0.1
C 23.70103 -29.31635 -0.15635 -0.2 -0.6 -0.2
O 24.43087 -29.05101 1.03287 0.0 -0.9 0.2
C 24.20213 -27.78008 1.42492 -0.3 1.2 -0.4
O 24.43751 -27.34006 2.49332 0.3 -0.1 0.3
O 23.69638 -27.04052 0.38645 -0.6 -1.1 0.4
H 22.48216 -27.94094 -1.15595 0.1 1.0 -0.1
H 24.30858 -27.71128 -1.38695 -0.5 0.2 -0.7
H 24.25773 -29.99886 -0.80138 0.4 0.3 0.0
H 22.77222 -29.86716 0.01535 -0.1 0.3 0.6
C 26.08843 -35.44917 -2.65163 1.0 -0.8 -0.2
C 26.39792 -33.99668 -3.06478 -0.6 -1.0 0.8
O 27.55257 -34.14478 -3.85990 0.0 1.8 -0.9
C 28.04482 -35.38318 -3.82181 1.5 -1.7 -0.1
O 29.05210 -35.77046 -4.34432 -0.7 1.0 0.1
O 27.28948 -36.16147 -3.06145 -0.8 0.1 0.5
H 25.29287 -35.92716 -3.22146 -0.3 0.3 0.3
H 26.02463 -35.62198 -1.58064 -0.5 0.2 0.0
H 26.61554 -33.36847 -2.20152 0.1 0.0 -0.1
H 25.52834 -33.60490 -3.59653 0.4 0.3 -0.3
C 21.50670 -25.59563 -8.32363 0.5 -0.1 0.9
C 22.50999 -26.22745 -9.31147 -1.3 1.3 0.4
O 23.48722 -26.81252 -8.44357 -0.2 -1.2 -0.1
C 23.18679 -26.58024 -7.16931 0.7 2.7 0.2
O 23.84057 -26.92778 -6.22129 -0.3 -0.9 -0.2
O 22.25907 -25.58475 -7.08790 -0.1 -1.6 0.4
H 20.65895 -26.27361 -8.19638 -0.2 0.4 0.0
H 21.25612 -24.54224 -8.42194 -0.4 -0.3 -0.7
H 22.94068 -25.41232 -9.88815 0.4 -0.6 -0.4
H 21.93273 -26.97364 -9.84942 0.8 -0.2 -0.5
C 18.74789 -27.02291 -4.03470 0.0 0.6 0.1
C 20.03714 -26.44566 -4.63486 -0.6 -0.3 -0.5
O 21.04208 -27.39066 -4.24948 0.2 0.2 0.4
C 20.55612 -28.22271 -3.30413 -0.5 0.5 -1.0
O 21.22577 -29.04240 -2.75037 0.0 -0.2 0.3
O 19.23759 -28.02094 -3.16663 0.4 -1.2 1.1
H 18.06652 -27.46812 -4.76132 0.2 0.0 0.0
H 18.20115 -26.30688 -3.41978 0.0 0.0 -0.2
H 20.27466 -25.46271 -4.23661 0.2 0.0 -0.2
H 19.95228 -26.47036 -5.71894 0.3 0.4 0.0
C 25.30574 -33.20684 -6.85166 1.6 -1.4 -1.0
C 25.95364 -31.93746 -7.34596 -1.0 1.3 0.6
O 25.52490 -31.82653 -8.72204 1.4 -0.6 1.0
C 24.57999 -32.77547 -8.93160 -0.4 0.6 -1.3
O 24.03047 -32.91756 -9.97206 0.0 -0.2 0.1
O 24.31475 -33.45686 -7.81996 -1.3 -0.3 0.9
H 25.04622 -33.29332 -5.79835 -0.8 0.5 -0.2
H 26.00180 -34.04130 -7.02317 0.3 0.2 0.4
H 27.00901 -31.95315 -7.07171 0.3 0.0 -1.1
H 25.53765 -31.02804 -6.90181 0.0 -0.2 0.4
C 27.01581 -27.04098 -7.37354 -0.3 -0.5 0.1
C 26.57984 -28.51636 -7.41250 0.5 0.1 -1.1
O 26.23135 -28.70023 -8.78447 -0.2 0.0 0.1
C 26.79244 -27.71335 -9.52109 -1.0 0.1 -0.9
O 26.83387 -27.69362 -10.70357 0.2 -0.2 -0.1
O 27.18068 -26.68937 -8.74843 0.6 0.1 1.1
H 27.94961 -26.94114 -6.82247 0.1 0.4 -0.1
H 26.22204 -26.43532 -6.94000 0.1 0.2 0.0
H 25.72422 -28.71017 -6.76922 0.1 -0.1 0.0
H 27.40476 -29.23169 -7.31554 0.0 0.2 0.9
C 25.04415 -25.73111 -3.67783 1.3 -0.3 0.3
C 26.51092 -25.88159 -3.26159 0.7 -0.1 -1.6
O 26.70593 -25.02928 -2.14334 0.0 -1.0 -0.3
C 25.48983 -24.77068 -1.63802 -1.3 1.4 0.4
O 25.24958 -24.12259 -0.67173 0.5 -0.6 -0.2
O 24.50535 -25.24735 -2.45803 -0.5 0.0 -0.2
H 24.61938 -26.68677 -3.97596 -0.3 0.1 0.3
H 24.97562 -25.07025 -4.54352 -0.5 0.4 0.4
H 27.18965 -25.56900 -4.05677 0.0 0.2 0.1
H 26.74437 -26.93555 -3.09658 0.1 -0.1 0.8
C 26.49338 -31.44048 1.98660 0.5 1.2 0.2
C 27.29695 -30.94328 0.77398 -0.1 -0.5 1.3
O 26.41032 -31.35711 -0.27903 0.8 0.0 -0.4
C 25.62903 -32.36977 0.16417 -0.8 0.5 0.1
O 24.81662 -32.89583 -0.54407 0.4 -0.2 0.0
O 25.80307 -32.57521 1.46468 -0.1 -0.2 -0.2
H 25.79401 -30.64286 2.24787 -0.3 -0.4 0.1
H 27.06581 -31.70871 2.86872 0.1 -0.2 -0.2
H 28.27675 -31.42667 0.76408 -0.1 -0.2 -0.6
H 27.43484 -29.86594 0.77701 -0.3 0.0 -0.2
C 22.72496 -30.26388 -7.09010 -1.5 -0.3 0.6
C 21.43048 -29.74850 -6.37330 1.3 -0.4 -0.1
O 20.68745 -29.17859 -7.43494 -0.4 0.4 0.3
C 21.24614 -29.47573 -8.62957 0.0 0.3 -0.1
O 20.79507 -29.11643 -9.66786 0.0 0.0 -0.1
O 22.37646 -30.16652 -8.46025 0.5 0.0 -0.4
H 22.83962 -31.32163 -6.85417 0.5 0.1 0.0
H 23.57910 -29.63650 -6.84132 0.2 -0.1 -0.3
H 21.70876 -28.98940 -5.64656 -0.3 0.0 0.0
H 20.88126 -30.56955 -5.91334 -0.1 0.1 0.0
C 22.38178 -34.19577 -2.32561 0.2 0.9 -0.3
C 22.67634 -32.82104 -2.92339 -0.1 0.5 0.9
O 22.44231 -33.00201 -4.30173 0.1 0.3 -0.5
C 22.48820 -34.33542 -4.60044 0.6 0.3 0.0
O 22.58751 -34.76849 -5.69698 -0.3 0.0 0.0
O 22.51847 -35.04733 -3.46493 0.1 -0.5 0.3
H 21.35825 -34.24281 -1.96222 0.1 -0.3 0.3
H 23.15879 -34.38803 -1.59081 -0.4 -0.6 0.2
H 23.70186 -32.50633 -2.69332 0.1 -0.3 -0.5
H 22.06143 -32.01263 -2.52386 -0.3 -0.2 -0.2
```
Positions in Å, forces in eV/Å.

Values from the calculation:
Spin multiplicity: 3
Charge: +1



Record 2
C32H46BF4N4SbSi3V as an isolated structure. Source: OMol25; level of theory: wB97M-V/def2-TZVPD.

```
92
Properties=species:S:1:pos:R:3:forces:R:3
V -0.93710 0.17190 -1.35451 0.1 1.9 2.2
C 3.02660 -1.42390 -1.86111 -0.3 0.1 0.4
C 2.73560 -2.74600 -1.25141 0.3 0.1 0.2
C 0.77770 -3.50790 -0.63311 -0.1 -0.1 0.1
C -0.20360 -2.33100 -0.59901 -0.4 -1.0 0.6
N 0.91750 -0.61170 -1.08321 2.3 0.3 0.5
C 2.17320 -0.41200 -1.73081 1.0 0.4 -0.7
C -1.67310 -2.56290 -0.48721 -0.4 -0.8 0.0
C -2.27880 -3.77540 -0.17401 0.2 0.3 -0.1
C -3.66060 -3.86860 -0.25571 0.0 0.1 -0.1
C -4.38840 -2.77190 -0.68701 0.2 0.0 0.1
C -3.70530 -1.61200 -1.01871 -0.4 0.0 0.0
N -2.38980 -1.51640 -0.90561 0.7 0.2 0.0
H 3.96530 -1.28330 -2.37091 0.1 0.2 -0.1
H 3.65640 -3.30480 -1.10211 0.0 0.0 0.0
H 0.42490 -4.43530 -0.19651 -0.1 0.0 0.1
H 2.37190 0.57780 -2.12471 -0.1 -0.2 0.1
H -1.69850 -4.63720 0.11629 0.1 0.0 0.1
H -4.15300 -4.79820 -0.01391 -0.1 -0.1 0.0
H -5.45980 -2.80870 -0.77501 -0.2 0.0 -0.1
H -4.21720 -0.74600 -1.40551 -0.1 0.1 0.0
C 0.66640 2.63420 2.45269 0.1 -0.3 -0.3
Sb 1.55720 1.53430 0.82699 -0.4 0.3 0.4
C 0.00890 1.97650 -0.66271 -0.4 -0.4 1.1
C 0.48150 2.03540 -2.01701 0.5 0.6 -0.6
C 1.47710 2.83470 -2.60861 -0.1 -0.2 0.1
C 1.56480 2.86680 -3.98111 -0.2 -0.1 0.1
C 0.68410 2.09590 -4.75461 -0.1 -0.1 0.2
C -0.21750 1.27520 -4.11541 0.1 0.0 -1.0
N -0.28280 1.23480 -2.78421 0.7 0.5 -1.2
Si -1.01280 3.67330 -0.56381 0.1 0.0 0.2
C 0.37800 4.98050 -0.38401 -0.6 -0.5 -0.1
C -1.86000 3.93370 -2.25331 0.2 -0.3 0.6
C -2.26040 3.71760 0.87099 0.5 0.0 -0.7
C 1.01800 -0.61920 1.43609 0.1 0.7 0.9
C 0.93290 -1.43080 0.16699 0.3 -0.3 1.1
C 1.86570 -2.66220 0.02429 0.1 -0.1 0.0
C 1.62520 -3.63560 -1.92111 -0.2 -0.2 -0.4
C 1.00580 -3.04720 -3.13421 -0.2 0.1 0.4
C 0.24010 -1.97030 -3.01301 0.0 -0.3 -1.3
N -0.01810 -1.41220 -1.73371 0.2 -3.2 -1.9
Si -0.53890 -0.79180 2.60159 0.0 -0.1 0.3
C -0.91800 -2.65460 2.78879 0.2 0.7 -0.2
C -2.04080 0.13610 1.87959 0.7 -0.4 0.1
C -0.31100 -0.15360 4.37949 0.1 -0.2 -0.7
Si 2.68200 -0.96210 2.47809 0.4 -0.1 0.1
C 3.07930 0.44580 3.69259 -0.5 -0.4 -0.5
C 4.21300 -0.93950 1.32239 -0.6 0.0 0.2
C 2.62180 -2.58770 3.47749 0.0 0.6 -0.4
H 0.70410 3.69060 2.20239 0.0 0.1 -0.1
H 1.25060 2.47600 3.35139 0.0 0.0 0.1
H -0.36050 2.32170 2.60549 0.0 0.1 0.1
H 2.12070 3.43340 -1.98071 0.0 0.0 0.0
H 2.28460 3.51070 -4.46441 0.1 0.0 0.0
H 0.70910 2.14990 -5.82901 -0.1 0.0 -0.1
H -0.93460 0.67350 -4.66431 0.1 0.0 0.0
H 0.64430 5.39270 -1.35221 0.0 0.0 -0.2
H 1.28560 4.59500 0.07559 0.1 0.0 0.1
H 0.02360 5.80630 0.22159 -0.1 0.2 0.2
H -1.16110 4.23440 -3.02981 0.2 0.1 0.0
H -2.61010 4.71390 -2.17191 -0.1 0.2 0.1
H -2.37000 3.03610 -2.59391 -0.1 0.0 0.0
H -1.81140 3.97060 1.82469 0.2 0.0 0.1
H -2.81430 2.79150 0.97449 0.0 -0.1 0.0
H -2.98160 4.49650 0.64279 -0.2 0.2 -0.1
H 2.34620 -2.97440 0.93909 0.0 0.0 0.1
H 1.96270 -4.65320 -2.10711 0.0 0.1 0.1
H 1.19770 -3.49300 -4.09701 -0.1 0.1 -0.2
H -0.23680 -1.47540 -3.84981 0.0 -0.1 0.1
H -1.13310 -3.15880 1.85649 0.0 -0.1 -0.1
H -1.78920 -2.77410 3.42499 -0.2 0.0 0.1
H -0.10220 -3.18190 3.26759 0.2 0.0 0.1
H -2.04890 0.18020 0.78749 -0.2 0.1 0.2
H -2.07680 1.15730 2.24479 0.1 0.1 0.0
H -2.96590 -0.33610 2.19949 -0.2 -0.2 -0.1
H 0.45080 -0.70610 4.91699 0.2 -0.1 0.1
H -1.24680 -0.30420 4.91169 -0.2 -0.1 0.0
H -0.07500 0.90100 4.45039 0.0 0.2 0.0
H 3.41060 1.33790 3.16799 0.1 0.2 0.0
H 3.90250 0.12870 4.32529 0.2 -0.2 0.0
H 2.26510 0.70930 4.35229 -0.2 0.1 0.2
H 4.15940 -0.14250 0.58139 0.0 0.0 0.0
H 4.41280 -1.87150 0.80879 0.0 -0.3 -0.1
H 5.08760 -0.73840 1.93379 0.1 0.1 0.2
H 2.06420 -2.45710 4.39759 -0.2 0.1 0.2
H 3.63310 -2.85730 3.76349 0.3 0.0 0.0
H 2.20090 -3.44520 2.96369 -0.1 -0.1 -0.1
F -4.61230 1.31900 0.08639 -0.1 -0.4 0.8
B -4.73830 1.94540 -1.05401 0.1 0.0 0.2
F -4.93920 1.25410 -2.13981 -0.3 -0.4 -0.8
F -4.65590 3.23760 -1.09291 0.0 0.9 -0.1
F -2.37750 1.00100 -1.40901 -3.5 1.5 -0.3
```
Positions in Å, forces in eV/Å.

Values from the calculation:
Spin multiplicity: 2
Charge: +2



| no. | F_max (eV/A) | E_tot (eV) |
| --- | --- | --- |
| 1 | 2.8 | -100854.316 |
| 2 | 3.8 | -107285.720 |